1.
This record from the Open Molecules 2025 dataset describes a 2-piece molecular cluster, C34H66N5O3S overall. The level of theory is ωB97M-V with the def2-TZVPD basis set.

Total charge: +1
HOMO-LUMO gap: 0.3154 hartree

```
109
Properties=species:S:1:pos:R:3:forces:R:3
H -0.735 1.649 2.612 0.15 -0.06 0.04
C 5.100 1.281 -1.008 -0.08 0.12 -0.11
H 2.451 1.377 -0.508 -0.13 0.10 0.01
C -5.198 3.912 -4.401 -0.06 -0.03 -0.03
H -6.636 2.737 -3.256 -0.01 -0.01 -0.01
H 6.128 1.617 -1.169 0.02 -0.03 -0.02
H -4.879 2.415 -5.910 -0.01 0.01 0.00
H -3.411 3.154 -5.323 0.01 -0.01 0.00
H -2.096 3.415 -3.440 0.01 0.00 -0.02
H -1.650 2.673 -1.911 0.01 0.02 -0.01
H -2.675 -2.571 1.126 0.03 0.02 -0.02
H -4.687 4.319 -3.524 0.02 0.01 -0.01
C 4.313 2.408 -0.332 0.01 -0.20 0.18
O -2.878 2.527 2.233 0.18 -0.14 -0.25
H 3.880 -1.886 3.711 -0.03 0.13 -0.05
H -7.163 3.136 -4.893 0.00 -0.03 0.00
C 2.672 1.605 2.792 0.06 0.00 0.27
H -1.431 0.541 3.813 0.12 0.02 0.01
H -3.745 2.371 0.350 -0.04 -0.11 0.05
N 4.022 -4.242 -0.501 -0.04 0.25 0.09
H 3.503 0.415 -2.194 -0.02 0.07 0.05
H -2.123 -5.525 0.697 0.02 -0.03 0.19
O 4.002 -5.039 1.557 -0.01 0.01 -0.16
H -2.872 0.730 1.204 -0.08 0.02 0.00
H 0.691 -4.824 -0.245 0.09 0.07 0.15
H 4.928 2.833 0.468 -0.02 0.09 -0.02
H -1.448 1.773 -3.418 0.01 0.01 -0.04
C 1.954 -1.765 -1.990 0.61 -0.11 0.01
H 4.118 3.208 -1.046 0.02 0.07 0.02
C -3.506 1.907 -2.741 0.10 -0.04 0.05
H -0.315 -2.805 4.100 0.04 -0.01 -0.01
H -4.844 4.572 2.147 -0.12 0.03 -0.03
C 4.521 1.827 -3.464 -0.28 -0.03 -0.15
C -0.798 -0.122 -0.458 -0.10 -0.43 0.27
H -2.558 -3.020 4.114 0.11 -0.06 -0.01
H 2.577 1.178 -4.175 -0.08 0.06 -0.05
C -2.097 2.475 -2.888 -0.06 0.00 0.08
C -6.622 3.514 -4.023 0.06 0.06 0.03
H -5.689 3.718 0.830 -0.03 0.07 -0.02
H 2.375 2.785 0.546 -0.03 0.03 0.00
H 1.958 -1.034 5.022 -0.07 -0.03 0.01
H 5.126 -0.056 -2.664 -0.15 -0.12 0.00
H -3.035 3.920 0.772 -0.01 -0.02 -0.05
H 3.764 0.255 4.059 -0.01 -0.13 -0.04
H 3.924 0.621 -5.169 -0.07 -0.07 0.04
H -3.526 0.689 2.864 -0.08 -0.16 -0.16
H 0.479 0.944 0.951 -0.10 0.06 0.12
H 1.565 -3.186 3.894 0.10 0.10 0.19
H 2.673 1.321 4.903 0.11 -0.08 0.08
H -3.572 0.823 -4.594 0.01 0.00 0.01
H 2.976 -1.935 -2.245 -0.11 -0.01 -0.07
C 3.424 -2.597 3.028 -0.08 -0.22 -0.12
H 4.243 0.798 1.613 0.02 -0.10 0.05
H -5.139 1.092 -3.872 0.00 0.01 0.00
N 3.991 -5.628 -0.573 -0.01 -0.25 0.40
H 0.475 -5.737 1.276 0.00 -0.08 0.03
H -3.458 0.994 -2.137 -0.03 0.00 0.02
H 1.561 -3.088 2.138 -0.15 -0.01 0.07
H -5.376 2.920 2.392 -0.18 -0.04 -0.12
H 3.940 -7.065 0.984 -0.02 0.06 0.09
C 2.763 0.688 4.016 -0.01 0.20 -0.16
H 0.856 -0.743 0.755 0.00 0.00 0.00
C 1.901 -2.579 3.043 0.01 0.03 -0.14
O -1.227 -3.935 1.681 -0.02 -0.03 0.04
H 5.152 0.426 -0.329 0.10 -0.01 0.05
H -0.735 -2.260 -0.436 -0.09 -0.02 -0.08
C -4.382 2.768 -5.001 0.03 0.02 0.00
C 2.991 1.925 0.271 0.09 -0.18 -0.09
C 0.027 -0.041 0.834 -0.11 0.21 -0.33
H -2.777 -1.527 3.230 0.04 -0.01 0.00
H -0.134 -6.368 -0.268 0.08 -0.04 0.05
C 3.546 1.463 -4.587 0.31 -0.08 0.01
C -2.423 -3.244 1.953 0.10 0.00 -0.10
C 4.518 0.794 -2.337 0.27 0.04 -0.06
N -0.769 -0.397 2.036 1.26 0.26 0.54
H 0.775 0.153 4.549 -0.08 -0.01 -0.12
C -1.363 0.768 2.749 -0.77 -0.24 -0.23
C -0.558 -1.464 -1.169 0.18 0.19 0.08
H -1.267 -1.599 -1.986 0.04 0.00 -0.03
H 2.703 0.044 1.288 -0.02 -0.12 0.12
C -2.213 -2.456 3.250 -0.22 -0.10 -0.07
C 0.018 -5.466 0.325 -0.19 0.07 -0.24
C -3.634 3.095 1.162 -0.06 0.34 -0.01
N 1.292 -1.228 3.044 -0.14 -0.77 -0.10
H 3.303 2.474 3.001 -0.11 0.08 0.03
C 0.821 -1.608 -1.647 -0.62 -0.02 0.15
C -4.176 1.571 -4.071 -0.02 -0.01 -0.02
C -4.980 3.613 1.649 0.33 -0.18 0.23
C 1.670 -0.367 4.200 0.09 0.29 0.06
C 4.036 -3.947 0.751 -0.13 0.01 -0.15
H -1.592 -4.204 -0.335 -0.09 -0.01 0.04
H -0.568 0.719 -1.107 0.00 -0.02 -0.09
H 3.412 2.293 -5.279 -0.06 0.02 0.00
C -1.323 -4.794 0.550 0.07 -0.06 -0.27
H -7.175 4.369 -3.633 -0.02 -0.01 -0.01
C 3.175 0.999 1.492 0.06 0.20 -0.28
C -0.091 -1.270 2.870 -0.05 0.21 -0.42
H 5.526 1.907 -3.884 0.05 0.12 0.10
C -2.758 1.125 2.213 0.06 0.30 0.37
H -3.257 -3.940 2.089 -0.04 0.02 -0.02
H 4.252 2.815 -3.086 0.04 0.01 0.07
C 3.970 -6.045 0.640 0.06 -0.10 -0.39
H 1.653 2.001 2.703 -0.05 -0.08 -0.12
H -4.125 2.612 -2.177 -0.02 -0.01 -0.01
S 4.143 -2.330 1.380 0.12 0.19 0.15
N -0.794 -2.185 3.465 -0.15 0.19 0.46
H -5.238 4.725 -5.130 0.01 0.02 0.01
H 3.746 -3.583 3.354 0.04 0.02 0.08
H -1.859 -0.092 -0.207 0.03 0.21 -0.14
```
Forces are in eV/Å.

Here are the Löwdin charges for atoms 1 to 5, given in e:
1. H 0.1238
2. C -0.2003
3. H 0.0961
4. C -0.2683
5. H 0.0621

2.
This record from the Open Molecules 2025 dataset describes a 3-piece molecular cluster, C34H67B2BrFN4O11PS overall. The level of theory is ωB97M-V with the def2-TZVPD basis set.

Multiplicity: 3
⟨S²⟩: 2.008
HOMO-LUMO gap (alpha / beta): 0.2755 / 0.3152 hartree

```
122
Properties=species:S:1:pos:R:3:forces:R:3
H 2.978 -0.275 -0.157 -0.10 0.13 0.12
C 0.716 6.169 1.234 0.10 0.11 -0.15
H -1.157 1.108 -0.321 0.02 0.01 -0.06
C -5.825 7.075 4.040 0.05 -0.10 0.05
H 0.370 -4.532 2.323 0.07 -0.14 0.10
C -0.736 1.947 0.234 0.01 0.05 0.13
S 6.579 -2.779 -2.113 -0.21 -0.07 0.27
H -4.009 7.361 2.031 -0.01 0.00 0.02
H 0.956 6.788 0.374 0.03 -0.05 -0.03
H 6.004 -3.481 0.357 -0.06 0.10 0.05
H 7.236 -6.557 0.540 0.40 -0.26 0.54
O 5.908 -2.556 -4.751 -0.24 -0.38 0.00
O 3.829 -0.997 -2.330 -0.01 -0.27 0.25
H 0.965 -6.402 -2.248 0.09 0.07 0.05
B 1.222 -3.542 -0.261 -0.05 0.02 -0.17
O 0.260 -2.566 -0.128 0.09 -0.52 0.60
H 0.046 3.385 2.299 0.03 0.02 0.01
C -6.414 4.123 4.519 0.04 0.12 0.03
H 4.042 -4.977 -3.626 -0.06 0.07 0.03
H -5.142 6.436 4.596 0.03 0.01 -0.02
C 0.822 -5.921 -4.321 0.35 -0.34 -0.08
H -7.743 7.786 2.316 0.02 0.02 0.01
H 1.694 -5.673 0.326 -0.01 0.02 -0.01
H 6.157 -4.933 -2.994 -0.03 0.05 0.04
C 6.618 -2.092 -3.702 0.38 0.24 0.19
H 3.009 -6.781 -5.400 -0.03 0.02 -0.08
H -5.410 8.082 4.072 -0.06 0.03 -0.06
H 4.809 -6.660 2.247 -0.10 0.09 0.22
C -2.398 4.525 -0.386 0.09 -0.07 0.00
H 3.995 -3.253 -3.529 0.01 0.05 0.14
C -0.563 4.280 2.183 0.05 -0.11 -0.01
H 0.739 3.057 -2.652 0.03 0.08 0.08
O 1.802 -4.536 -2.609 -0.05 -0.02 0.07
H -3.228 5.011 -0.901 -0.04 -0.02 0.04
C -7.414 6.768 2.090 -0.20 -0.11 -0.15
C 6.264 -1.689 -5.737 -0.20 -0.06 -0.33
H -2.050 6.152 0.994 0.01 -0.02 0.03
N 0.463 4.128 -0.109 -0.61 0.69 -0.83
C -5.970 6.611 2.574 0.28 0.48 0.57
O 2.138 -0.538 -0.560 0.53 -0.16 0.12
C 2.238 -7.478 -5.739 -0.03 -0.29 0.03
H 0.946 -8.042 -4.106 -0.16 0.02 -0.07
C 1.565 -5.868 -2.996 -0.07 -0.25 -0.21
H -1.612 3.991 2.248 0.01 -0.05 -0.04
B 6.126 -5.297 1.556 0.29 -0.06 0.17
C 0.494 2.381 -1.835 0.13 0.09 -0.28
H 0.146 1.586 0.766 0.01 0.00 -0.01
H -6.504 1.980 3.020 0.00 0.01 0.03
H -7.900 4.093 1.409 0.09 0.01 0.00
C -0.228 5.028 0.873 -0.01 -0.10 0.76
C 2.684 -3.169 -0.939 -0.16 0.20 0.53
H 2.072 -7.334 -6.808 0.04 0.20 0.08
O 1.150 4.794 -0.967 0.32 -0.18 0.20
N 7.082 -0.799 -5.344 0.21 0.24 0.00
H -1.334 4.270 -2.238 0.10 0.00 0.04
H 0.065 -7.548 -5.537 0.06 0.03 -0.04
C -8.378 5.749 2.692 0.09 -0.02 0.04
H -8.517 3.606 2.979 0.01 -0.02 0.01
H -6.922 3.229 4.879 0.00 -0.03 -0.05
H 3.846 -2.550 2.789 -0.07 -0.02 -0.04
C -7.866 4.326 2.478 -0.14 0.15 -0.19
H -5.977 2.628 1.465 0.04 0.05 -0.01
C 5.576 -4.264 -2.356 -0.11 -0.27 -0.51
C 3.040 -4.466 3.382 0.42 0.15 0.25
H -0.352 -6.050 1.712 0.13 0.03 0.14
N 7.330 -1.060 -3.998 -0.01 0.05 0.00
O 7.287 -5.671 0.912 -0.58 0.34 -0.55
H -2.242 2.850 -1.751 0.02 -0.03 0.01
C -6.437 4.119 2.984 0.13 -0.33 0.71
C 3.990 -3.826 1.063 0.40 0.06 0.51
H -6.776 7.103 4.572 0.00 -0.07 0.01
F 1.903 -4.152 4.129 0.06 -0.05 -0.11
H 5.533 -4.747 -1.378 0.18 0.16 0.06
H -4.868 2.630 2.840 0.00 0.02 0.01
H 1.260 -5.185 -4.996 -0.33 0.14 0.04
C -0.351 3.051 -0.763 -0.09 -0.84 0.29
H -5.330 8.531 1.887 0.00 0.00 0.04
H 3.650 -4.835 0.796 -0.29 0.18 -0.22
H -5.388 4.099 4.890 0.00 -0.01 0.00
H 2.898 -5.450 2.925 -0.24 0.08 -0.01
H -1.215 6.310 -0.542 0.10 -0.04 0.00
O 5.584 -6.156 2.508 -0.11 -0.22 -0.50
H -1.480 2.254 0.964 0.01 0.02 0.00
N -5.547 5.182 2.410 -0.92 0.01 -0.87
H 3.768 -0.958 -3.294 -0.01 0.15 0.02
H 0.228 6.795 1.983 -0.02 -0.03 0.02
H -5.133 7.267 0.670 0.02 -0.06 0.01
O 3.717 -2.881 0.030 0.23 -0.27 -0.38
H -9.357 5.857 2.222 -0.01 0.01 0.02
H 1.423 1.996 -1.413 0.01 0.02 0.01
C -5.051 7.489 1.731 0.04 -0.05 -0.20
C 0.941 -7.322 -4.932 0.17 -0.01 0.28
H -0.993 -4.494 1.225 0.07 -0.01 0.06
H 5.829 -1.825 -6.714 0.04 -0.02 0.09
H 1.647 5.787 1.655 -0.01 -0.02 0.00
H -6.919 4.976 4.963 0.01 0.02 -0.02
C 3.021 -4.317 -1.907 0.06 0.01 -0.20
H 0.436 -1.891 0.535 0.04 0.38 -0.43
H 2.649 -8.483 -5.619 -0.03 0.05 -0.04
C -1.499 5.591 0.234 -0.15 0.07 -0.24
H -0.352 4.920 3.040 -0.05 0.07 -0.03
C 5.518 -3.874 1.249 0.18 0.01 0.18
O -5.219 4.916 1.196 0.41 -0.03 0.17
C 3.284 -3.378 2.348 -0.43 -0.01 -0.10
C 0.842 -4.993 0.220 -0.17 -0.05 -0.02
H 0.248 -5.394 -0.615 0.08 0.00 0.00
C -0.068 -5.027 1.459 -0.23 0.14 -0.36
H -2.855 3.910 0.392 -0.01 0.00 0.00
P 2.430 -1.554 -1.763 -0.85 0.12 -0.76
H -8.531 5.944 3.757 0.03 0.00 0.01
C 4.150 -4.142 -2.923 0.07 -0.18 0.01
C -1.615 3.661 -1.373 -0.09 0.31 -0.05
H 2.502 -6.432 -3.109 0.06 0.18 -0.05
H -0.053 1.537 -2.256 -0.04 -0.02 0.08
H -7.431 6.665 1.001 0.08 -0.03 0.00
H 5.802 -3.199 2.067 0.01 0.01 -0.09
H 3.246 -5.228 -1.329 0.03 0.18 0.22
H 2.300 -2.970 2.091 0.00 -0.12 -0.07
O 1.379 -1.589 -2.784 0.30 0.02 0.09
C -5.910 2.759 2.542 0.01 -0.05 -0.18
H 3.864 -4.539 4.096 -0.02 -0.10 -0.11
Br -1.043 -5.472 -4.022 -0.06 0.20 -0.03
```
Forces are in eV/Å.

Here are the Löwdin charges for atoms 1 to 5, given in e:
1. H 0.0997
2. C -0.0481
3. H 0.0906
4. C -0.0254
5. H 0.0529

3.
This record from the Open Molecules 2025 dataset describes a 3-piece molecular cluster, C34H67FN2O11S2 overall. The level of theory is ωB97M-V with the def2-TZVPD basis set.

SMILES: CCCCCCCCCCCCCCCCCCCC[C@@]1([C@H](C)F)[C@H](ON=O)C(=O)N[C@@H]1CC(=O)O.CCOS(C)(=O)=O.CCOS(C)(=O)=O
HOMO-LUMO gap: 0.3700 hartree

```
117
Properties=species:S:1:pos:R:3:forces:R:3
C -2.687 0.616 2.046 -0.21 -0.41 -0.11
H -4.813 -2.986 5.821 0.02 0.13 0.00
C -0.065 3.666 -2.864 0.48 -0.12 -0.19
C 3.974 0.105 1.949 0.67 0.18 1.10
H 3.884 -2.064 2.094 -0.29 -0.12 0.10
H 2.354 1.272 2.810 -0.11 0.10 -0.13
H -0.893 2.991 -3.078 -0.16 -0.16 0.08
H -0.784 2.934 1.075 0.14 0.01 0.13
H -3.037 -4.759 6.108 -0.06 -0.01 0.04
C 1.960 -2.226 0.231 -0.17 -1.01 0.97
H 5.175 -0.525 3.600 -0.10 0.05 0.20
C 0.588 -0.136 -3.404 0.32 -0.45 0.29
H -5.716 -3.007 -4.971 0.02 -0.03 -0.06
C 0.083 3.855 -1.366 -0.77 0.43 0.47
H -1.306 1.087 -0.358 0.09 -0.12 -0.07
H -2.188 1.227 -7.567 0.00 -0.02 0.00
C -0.143 0.450 2.448 -0.12 -0.17 0.25
H -4.555 -2.482 -7.075 0.04 0.15 -0.11
C -1.282 4.118 -0.670 0.38 -0.30 -0.21
C -2.865 1.643 -6.826 0.02 0.01 -0.07
H 1.898 4.012 -3.598 0.16 0.08 -0.15
H -2.444 3.498 1.002 0.01 0.10 0.21
F 4.998 1.136 0.048 0.12 -0.11 -0.20
C -5.464 -1.970 -5.194 0.04 0.21 0.09
H 0.149 1.278 -1.866 -0.08 0.26 0.03
H 2.550 1.534 -3.698 0.22 -0.02 -0.07
H -2.578 1.980 -1.157 -0.02 -0.04 -0.16
H -2.071 4.068 -1.419 -0.14 0.09 -0.14
H 0.586 0.447 1.644 0.08 0.18 -0.11
O -4.032 -0.580 -6.639 0.02 0.15 -0.05
C 1.199 3.175 -3.582 -0.06 0.48 0.37
H 0.776 -1.091 -0.811 0.16 0.31 -0.11
H -1.251 -0.497 0.902 -0.15 -0.26 -0.11
C 1.662 -3.565 -2.946 -0.59 -0.07 0.12
H 2.132 0.704 -0.065 0.16 0.00 0.32
C 2.682 1.582 0.245 0.07 -0.01 0.22
N 6.683 1.928 2.267 0.08 -0.09 -0.36
H -2.330 -3.226 5.591 -0.02 -0.01 -0.01
H 1.605 0.365 -1.614 -0.13 0.04 -0.34
C -4.177 -3.042 6.706 -0.01 -0.50 -0.21
H -4.047 1.751 0.825 -0.06 0.20 -0.06
C 3.969 1.286 0.987 -0.52 0.06 -0.04
O 6.961 2.993 2.627 0.18 0.32 0.14
O 7.515 -0.912 2.100 -2.02 0.42 -0.56
H -2.210 -3.712 7.278 -0.03 -0.05 0.03
H -0.372 1.486 2.681 -0.02 0.20 -0.06
H 2.008 2.179 0.849 -0.07 0.10 0.19
C 1.924 1.995 -2.934 -0.18 -0.27 -0.42
H 2.250 -1.329 4.183 0.11 -0.42 -0.08
H 2.619 2.333 -2.171 -0.20 0.25 -0.33
H 0.549 2.995 -0.894 0.12 -0.08 0.01
O -4.004 -1.718 7.257 0.02 0.12 0.08
H 2.649 -3.281 -2.589 0.29 0.02 -0.02
C 6.316 -0.777 1.901 1.40 0.09 -0.02
C 1.195 -2.567 -4.005 0.38 0.12 -0.07
H -1.568 -1.181 2.468 0.04 -0.14 0.12
H -3.604 1.700 6.826 0.01 -0.02 -0.05
H -4.722 -3.594 7.468 -0.02 0.15 0.10
H -4.976 0.827 7.569 -0.01 -0.02 -0.01
H -3.568 0.217 0.161 -0.03 -0.09 -0.19
H 1.753 -1.428 2.482 0.17 -0.14 0.00
C 0.694 -3.667 -1.761 0.32 -0.46 -0.73
C 1.893 -0.762 3.327 -0.22 0.39 0.39
H 3.384 -0.842 -0.675 -0.13 0.23 -0.02
H 1.222 -4.014 -0.877 -0.79 -0.56 -1.04
C -1.624 3.095 0.405 -0.64 0.04 -0.21
S -3.260 0.395 -5.650 -0.13 0.02 -0.36
S -3.603 -0.551 6.255 -0.19 -0.02 0.31
H 0.107 -2.546 -4.008 -0.17 -0.12 -0.21
C 2.905 0.368 3.054 -0.59 -0.47 -0.61
H -3.469 0.001 2.486 -0.22 0.08 0.11
O 0.901 -1.351 0.109 0.41 -0.56 0.35
C -2.135 1.770 -0.183 0.01 0.39 0.11
C -1.419 -0.242 1.944 0.13 0.36 0.02
C 0.516 -0.200 3.677 0.11 0.20 -0.23
H 2.912 2.169 -0.641 0.18 -0.03 0.44
C 4.080 -1.319 1.330 0.92 0.58 -0.86
H -0.218 -0.725 -2.971 -0.35 0.01 0.05
H -2.384 2.452 -6.280 0.00 -0.02 0.05
H 0.947 2.977 -4.621 -0.01 -0.18 -0.14
H -0.107 -4.358 -1.994 -0.34 0.02 -0.11
H -3.404 -2.354 -5.752 0.05 0.13 0.00
C -3.188 1.096 0.680 0.15 -0.36 0.29
H 0.266 -2.697 -1.513 -0.26 -0.31 -0.19
H 1.530 -2.890 -4.988 -0.06 -0.10 -0.15
H 1.749 -4.561 -3.374 0.18 -0.12 -0.12
H 4.204 2.172 1.573 0.23 0.11 0.07
H 2.247 -0.790 -4.631 0.25 0.09 -0.01
N 5.529 -1.477 0.973 -0.41 -0.14 0.46
C 3.350 -1.670 0.024 -0.37 -0.23 0.09
H -1.320 5.127 -0.271 0.11 0.13 0.16
C 5.334 0.085 2.707 0.27 -0.78 0.29
H 3.917 -2.478 -0.425 0.08 -0.24 0.00
C -4.311 -1.920 -6.176 -0.14 -0.49 0.20
C -2.859 -3.725 6.402 0.12 0.19 -0.05
H -0.125 -0.985 4.067 -0.06 -0.12 0.13
H 2.409 -1.157 -2.920 0.28 0.01 0.08
O -2.062 -0.253 -5.210 0.02 -0.04 0.15
C 1.708 -1.136 -3.753 -0.56 0.13 -0.15
C -3.913 0.795 7.344 -0.01 0.02 0.06
H 3.388 0.586 3.998 0.25 0.16 0.10
H -2.547 1.445 2.736 0.14 0.19 0.06
O 5.808 1.317 3.190 -0.13 -0.03 0.20
H -6.341 -1.473 -5.608 -0.02 -0.05 -0.04
H 0.175 0.319 -4.298 -0.10 0.11 -0.12
H -3.325 0.657 8.247 0.02 -0.01 -0.01
H 5.664 -1.167 0.021 0.56 -0.17 -0.11
H -3.785 1.993 -7.285 -0.02 0.00 0.02
C 1.027 0.896 -2.376 0.13 -0.31 -0.28
O -2.203 -0.626 5.981 0.12 0.06 -0.17
H -0.326 4.630 -3.298 -0.23 0.08 -0.12
H 0.703 4.721 -1.145 0.42 -0.01 -0.16
O -4.543 -0.527 5.178 0.06 -0.03 -0.18
H 0.623 0.541 4.468 0.02 0.00 0.22
O -4.177 0.927 -4.692 0.06 0.02 0.16
H -5.213 -1.471 -4.259 0.02 -0.02 0.00
O 1.774 -3.379 0.575 0.87 2.48 1.03
```
Forces are in eV/Å.

Here are the Löwdin charges for atoms 1 to 5, given in e:
1. C -0.1947
2. H 0.1145
3. C -0.2130
4. C -0.2520
5. H 0.1563

Taking the records one at a time from the top gives max |F| values of 1.394 1.266 2.823 eV Å⁻¹.